{"formula": "C48H99ClI3N6O10", "method": "the ωB97M-V functional and the def2-TZVPD basis", "total_energy_ev": -117610.83292, "charge": 1, "lumo_energy_ev": -3.590, "mol_weight_g_mol": 1336.517, "elements": ["C", "C", "C", "N", "C", "C", "C", "C", "I", "C", "C", "C", "C", "Cl", "C", "C", "N", "C", "C", "I", "C", "C", "I", "C", "C", "C", "C", "C", "O", "O", "C", "C", "H", "H", "H", "H", "H", "H", "H", "H", "H", "H", "H", "H", "H", "H", "H", "H", "H", "H", "H", "H", "H", "H", "H", "H", "H", "H", "H", "H", "H", "H", "H", "H", "H", "H", "H", "H", "H", "H", "H", "C", "O", "C", "C", "N", "C", "C", "O", "C", "H", "H", "H", "H", "H", "H", "H", "H", "H", "H", "H", "H", "H", "H", "H", "C", "O", "C", "C", "N", "C", "C", "O", "C", "H", "H", "H", "H", "H", "H", "H", "H", "H", "H", "H", "H", "H", "H", "H", "C", "O", "C", "C", "N", "C", "C", "O", "C", "H", "H", "H", "H", "H", "H", "H", "H", "H", "H", "H", "H", "H", "H", "H", "C", "O", "C", "C", "N", "C", "C", "O", "C", "H", "H", "H", "H", "H", "H", "H", "H", "H", "H", "H", "H", "H", "H", "H"], "coordinates": [[8.446325, 3.691076, 3.303807], [7.292533, 2.717190, 3.578419], [6.358036, 2.569626, 2.364698], [5.818733, 1.198661, 2.207547], [6.628919, 0.262749, 1.628352], [7.971761, 0.694223, 1.115330], [7.931786, 1.306800, -0.311665], [9.139523, 0.967887, -1.159856], [10.968475, 1.550527, -0.195548], [6.183535, -1.054319, 1.511595], [7.095041, -2.104083, 0.929546], [7.190607, -2.111928, -0.617052], [6.345337, -3.208968, -1.269552], [7.166882, -3.883468, -2.693767], [4.902689, -1.379327, 1.971418], [4.379738, -2.779801, 1.792871], [4.587688, -3.560844, 3.018242], [4.109641, -0.417792, 2.611481], [2.805758, -0.869619, 3.242122], [3.023175, -0.838433, 5.384310], [1.512388, -0.205260, 2.743165], [1.463608, -0.148900, 1.209574], [-0.156370, -1.394240, 3.460603], [4.581835, 0.904672, 2.700081], [3.774105, 2.006872, 3.331775], [2.944050, 2.839062, 2.309346], [3.340839, 4.310515, 2.154519], [2.259735, 5.134530, 1.473374], [2.509280, 6.015699, 0.707910], [1.003770, 4.776519, 1.827126], [0.157478, 4.380545, 0.712626], [-1.070034, 3.665350, 1.258838], [8.163461, 4.408324, 2.531689], [8.687191, 4.263888, 4.195246], [9.348768, 3.174392, 2.980163], [7.657228, 1.735330, 3.880355], [6.705654, 3.100492, 4.414017], [6.848956, 2.854714, 1.441833], [5.528244, 3.247116, 2.484043], [8.656991, -0.147762, 1.131392], [8.410605, 1.441509, 1.767608], [7.015657, 1.015789, -0.830179], [7.908462, 2.393663, -0.222786], [9.138395, 1.550937, -2.074059], [9.230067, -0.090826, -1.380294], [8.094335, -1.986100, 1.344572], [6.773842, -3.088851, 1.262178], [8.232398, -2.212931, -0.915640], [6.845480, -1.152588, -1.006474], [6.078368, -4.014093, -0.589865], [5.427092, -2.768998, -1.653012], [3.310303, -2.746952, 1.579237], [4.821400, -3.240344, 0.908068], [4.769066, -4.533116, 2.803932], [5.382972, -3.214457, 3.540101], [2.687765, -1.930020, 3.050029], [1.331453, 0.755469, 3.208556], [2.339810, -0.620446, 0.762750], [1.391655, 0.876537, 0.848640], [0.599200, -0.676448, 0.815626], [3.097356, 1.550096, 4.039344], [4.430788, 2.654166, 3.907507], [3.001971, 2.364983, 1.328814], [1.911566, 2.830354, 2.649311], [3.607111, 4.764445, 3.111426], [4.202735, 4.421805, 1.495973], [0.742018, 3.730384, 0.055879], [-0.102381, 5.269992, 0.143065], [-1.957477, 4.080332, 0.786672], [-1.135363, 3.838192, 2.331551], [-1.016569, 2.594601, 1.069070], [0.402261, -5.060582, 0.779060], [0.639207, -4.748976, -0.580239], [1.829977, -4.023712, -0.823686], [2.826029, -4.851220, -1.607578], [3.348464, -5.941396, -0.794502], [4.152375, -6.921688, -1.526112], [3.453848, -7.748206, -2.598457], [2.485204, -8.638087, -2.088720], [1.175968, -8.115155, -1.944784], [-0.580216, -5.524140, 0.835318], [1.144642, -5.760967, 1.177716], [0.399828, -4.157451, 1.398641], [2.270751, -3.685087, 0.120628], [1.565678, -3.138293, -1.412285], [3.657648, -4.208214, -1.914198], [2.319944, -5.197220, -2.517815], [2.566942, -6.423732, -0.368154], [4.565852, -7.618000, -0.793079], [5.001812, -6.401458, -1.982902], [4.216296, -8.369940, -3.074489], [3.019207, -7.122260, -3.387672], [0.958862, -7.355765, -2.700803], [1.019918, -7.687888, -0.947918], [0.477286, -8.939512, -2.073403], [-5.397594, 7.271690, 5.308558], [-6.146387, 7.567582, 4.148346], [-6.011538, 8.906335, 3.686945], [-5.322679, 8.943564, 2.341723], [-3.925268, 8.549162, 2.457648], [-3.238953, 8.372396, 1.183460], [-3.724950, 7.256583, 0.267965], [-3.506026, 5.951495, 0.777293], [-4.540647, 5.440761, 1.600764], [-5.661034, 6.260089, 5.612338], [-4.317544, 7.315944, 5.126705], [-5.641765, 7.957257, 6.125749], [-5.464730, 9.510864, 4.416194], [-7.015780, 9.326175, 3.582770], [-5.370688, 9.962447, 1.946330], [-5.891885, 8.293134, 1.661628], [-3.875328, 7.683867, 2.980362], [-2.182930, 8.191156, 1.401719], [-3.289941, 9.315710, 0.630355], [-3.144916, 7.317753, -0.657461], [-4.775978, 7.371586, -0.015207], [-5.516265, 5.828485, 1.299925], [-4.373807, 5.663474, 2.658902], [-4.548315, 4.355782, 1.484282], [-6.289080, -9.255601, -0.286718], [-5.637547, -10.508150, -0.246856], [-6.144968, -11.463131, -1.172028], [-5.108701, -11.798886, -2.220168], [-4.867279, -10.662569, -3.098422], [-3.749292, -10.830245, -4.018949], [-2.352341, -10.959541, -3.425346], [-1.891213, -9.784547, -2.781086], [-2.236734, -9.655270, -1.416655], [-5.881467, -8.654726, 0.524497], [-6.120532, -8.730815, -1.233926], [-7.367442, -9.362726, -0.134840], [-7.060771, -11.093111, -1.641524], [-6.391962, -12.370099, -0.613629], [-5.469773, -12.639310, -2.819869], [-4.202072, -12.129524, -1.693568], [-4.703638, -9.841656, -2.529528], [-3.744774, -9.968322, -4.690557], [-3.941271, -11.712395, -4.637815], [-1.659072, -11.140910, -4.250417], [-2.268853, -11.815902, -2.745854], [-2.311765, -10.625152, -0.918034], [-3.175425, -9.111213, -1.277520], [-1.446376, -9.079426, -0.933741], [-7.131164, 8.935210, -5.472229], [-8.187182, 8.063379, -5.124708], [-8.188533, 6.828647, -5.830020], [-7.928130, 5.674715, -4.888556], [-6.560407, 5.706976, -4.388227], [-6.278859, 4.749735, -3.326056], [-7.007679, 4.922263, -1.999081], [-6.643517, 6.094662, -1.294517], [-7.376392, 7.262887, -1.618017], [-7.298711, 9.870956, -4.942197], [-6.152300, 8.535971, -5.182784], [-7.120821, 9.138816, -6.547263], [-7.447872, 6.844245, -6.634691], [-9.176774, 6.702219, -6.280482], [-8.086571, 4.734520, -5.424765], [-8.675750, 5.731172, -4.084819], [-6.360718, 6.639819, -4.049988], [-5.206236, 4.794056, -3.119531], [-6.487986, 3.743710, -3.704231], [-6.720379, 4.085267, -1.356634], [-8.097035, 4.875122, -2.112884], [-8.401174, 7.026225, -1.914264], [-6.901934, 7.840873, -2.416216], [-7.407801, 7.888333, -0.724721]], "forces_ev_per_a": [[-0.2, 0.0, 0.0], [-0.1, 0.1, 0.0], [0.1, 0.2, 0.2], [-0.2, -0.3, -0.1], [-0.2, -0.2, 0.1], [0.0, 0.2, -0.2], [0.0, 0.2, 0.3], [0.1, 0.1, 0.1], [0.0, -0.1, 0.0], [0.1, 0.3, 0.1], [0.1, -0.2, -0.2], [-0.1, 0.1, 0.3], [-0.1, 0.5, -0.2], [0.0, -0.2, 0.0], [-0.1, 0.1, -0.1], [0.0, -0.3, 0.0], [0.1, 0.2, -0.1], [0.2, 0.5, 0.0], [-0.2, 0.1, 0.0], [0.0, 0.0, 0.0], [-0.1, -0.4, 0.1], [-0.2, 0.0, -0.1], [0.1, 0.1, 0.0], [0.1, -0.5, 0.0], [0.1, 0.1, -0.4], [0.2, 0.1, 0.3], [0.2, -0.2, -0.2], [-0.1, 0.1, 0.3], [0.0, 0.0, -0.3], [0.2, -0.5, 0.0], [-0.2, 0.3, -0.1], [0.2, 0.2, -0.2], [0.1, 0.1, 0.0], [0.1, 0.0, 0.0], [0.0, 0.0, -0.1], [0.1, 0.0, 0.0], [-0.1, -0.1, 0.1], [0.0, -0.1, 0.0], [0.0, 0.0, -0.2], [-0.1, -0.1, 0.0], [0.1, -0.1, 0.2], [0.0, -0.1, -0.1], [-0.1, 0.0, 0.0], [-0.1, -0.1, -0.1], [0.0, 0.0, 0.0], [0.0, 0.1, 0.1], [0.0, 0.0, 0.1], [0.0, -0.2, 0.0], [0.1, 0.0, 0.0], [0.2, -0.2, -0.1], [-0.1, -0.1, 0.1], [0.0, 0.1, -0.1], [0.1, 0.1, 0.1], [-0.2, -0.1, 0.0], [0.0, 0.0, 0.1], [0.1, 0.1, 0.2], [0.0, 0.1, -0.1], [0.1, 0.1, 0.0], [0.1, 0.0, 0.0], [0.0, 0.0, 0.0], [0.0, 0.0, 0.2], [-0.1, 0.0, 0.2], [-0.2, 0.0, 0.0], [-0.1, -0.1, -0.2], [-0.2, 0.0, 0.1], [0.1, 0.1, 0.1], [0.0, 0.0, 0.0], [0.0, 0.1, 0.0], [-0.1, -0.1, 0.1], [-0.1, 0.0, 0.0], [-0.1, -0.1, 0.1], [0.0, 0.0, -0.1], [0.0, -0.1, 0.1], [-0.1, 0.1, -0.1], [0.0, -0.1, 0.1], [0.0, 0.1, 0.0], [0.1, 0.0, 0.1], [0.1, 0.0, -0.1], [0.0, 0.1, 0.0], [0.0, -0.2, 0.0], [0.0, 0.0, 0.0], [0.0, 0.0, 0.0], [0.0, 0.0, 0.0], [0.0, -0.1, 0.0], [0.0, 0.0, 0.0], [0.0, 0.0, -0.1], [0.0, 0.1, 0.0], [0.0, 0.0, 0.0], [0.0, 0.0, 0.0], [0.0, 0.0, 0.0], [0.0, 0.0, 0.0], [0.0, 0.0, 0.1], [0.0, 0.0, 0.0], [0.0, 0.1, 0.0], [0.0, 0.0, -0.1], [-0.1, 0.0, 0.0], [0.1, 0.0, 0.0], [-0.1, 0.1, 0.0], [0.1, -0.1, 0.0], [-0.1, 0.0, 0.0], [0.1, 0.0, 0.2], [0.0, 0.1, -0.3], [0.0, 0.0, 0.1], [0.0, -0.1, 0.0], [0.0, 0.0, 0.0], [0.0, 0.0, 0.0], [0.0, 0.0, 0.0], [0.1, 0.0, 0.0], [0.0, 0.0, 0.0], [0.0, 0.0, 0.0], [-0.1, 0.1, 0.0], [0.0, 0.0, 0.0], [0.0, 0.0, 0.0], [0.0, 0.0, 0.0], [0.0, 0.0, 0.0], [0.0, 0.0, 0.1], [0.0, 0.0, 0.0], [0.0, 0.1, 0.0], [0.0, 0.0, 0.0], [0.0, 0.0, 0.1], [0.0, 0.1, -0.1], [0.0, -0.1, 0.1], [0.1, 0.1, 0.0], [0.1, 0.0, 0.1], [-0.1, 0.1, 0.0], [0.1, -0.1, -0.1], [0.0, 0.0, 0.1], [0.0, 0.1, 0.0], [0.0, 0.0, 0.0], [0.0, 0.0, 0.0], [0.0, 0.0, 0.0], [0.0, 0.0, 0.0], [0.0, 0.0, 0.0], [0.0, 0.0, 0.0], [0.0, -0.1, 0.0], [0.0, 0.0, 0.0], [0.0, 0.0, 0.0], [0.0, 0.0, 0.0], [0.0, 0.0, 0.0], [-0.1, 0.0, 0.0], [0.0, 0.0, 0.0], [0.0, -0.1, 0.0], [0.0, 0.0, 0.0], [-0.1, 0.0, 0.0], [0.1, 0.0, 0.1], [-0.1, 0.0, -0.1], [0.1, 0.0, 0.1], [-0.1, 0.0, 0.1], [0.1, 0.0, -0.1], [0.0, -0.2, 0.1], [0.0, 0.1, 0.0], [0.1, 0.0, 0.1], [0.0, 0.0, 0.0], [0.0, 0.0, 0.0], [0.0, 0.0, 0.0], [0.0, 0.0, 0.0], [0.0, 0.0, 0.0], [0.0, 0.0, 0.0], [-0.1, 0.0, 0.0], [0.0, 0.0, 0.0], [0.0, 0.0, 0.0], [0.0, 0.0, 0.0], [0.0, 0.0, 0.0], [0.0, 0.1, -0.1], [0.0, 0.0, 0.0], [-0.1, 0.0, 0.0], [0.0, 0.0, 0.0]], "mulliken_charge": [-1.2674, -0.5635, -0.9700, 0.4717, 1.0850, -1.2893, -0.6665, -1.2946, 0.0494, 1.3593, -2.5699, -0.2293, -0.4130, -0.2023, 0.5335, -0.0269, -0.5107, 0.8825, -2.8685, 0.2014, -0.3096, -0.7063, 0.1772, 1.3788, -2.1129, -0.1809, -0.3956, 0.0561, -0.5645, -0.3212, -0.2900, -0.9131, 0.3264, 0.3968, 0.3264, 0.3566, 0.5184, 0.2430, 0.0932, 0.6324, 0.2785, 0.5161, 0.3857, 0.6079, 0.3135, 0.7049, 0.9301, 0.4470, 0.1665, 0.1246, 0.2395, -0.9211, -0.5651, 0.2893, 0.2826, 1.2796, 0.7479, 0.1045, -0.1619, 0.5510, 0.4956, 0.8092, 0.3244, 0.5567, 0.4058, 0.1561, 0.2857, 0.4376, 0.0667, 0.3266, 0.3143, -0.3958, -0.3783, 0.2071, -0.3281, -0.1546, -0.6074, -0.6294, -0.4481, -0.2224, 0.2860, 0.2640, 0.0113, -0.5732, 0.4537, 0.1863, 0.3908, 0.0703, 0.4574, 0.2369, 0.3870, 0.3563, 0.2238, 0.1012, 0.1578, -0.7392, -0.3524, -0.8614, 0.0703, -0.3162, -0.8750, 0.1784, -0.3114, -0.6742, 0.2415, 0.3042, 0.3538, 0.4115, 0.4059, 0.4144, -0.0665, 0.0973, 0.3686, 0.4222, 0.3558, -0.2586, 0.2294, 0.2948, 0.3045, -0.7343, -0.3509, -0.8022, -0.2064, -0.3092, -0.7612, -0.5210, -0.3545, -0.4235, 0.2394, 0.3098, 0.3548, 0.4049, 0.3894, 0.3883, 0.1778, 0.0977, 0.3853, 0.4049, 0.3699, 0.3558, 0.2826, 0.1698, 0.1419, -0.7293, -0.3478, -0.8154, -0.1939, -0.3034, -0.8415, -0.5199, -0.2437, -0.7711, 0.2429, 0.3001, 0.3546, 0.4111, 0.3934, 0.3725, 0.1876, 0.0843, 0.4193, 0.4258, 0.3631, 0.3493, 0.4032, 0.2742, 0.2030]}